[1]
Here is a cluster of 2 separate species, C16H31FN2O6 in total from the OMol25 dataset. Energies are from wB97M-V/def2-TZVPD.

Last column: Löwdin charge in e.
CARTESIAN COORDINATES (ANGSTROEM)
C: 4.101 1.884 0.765  -0.088
C: 3.272 0.942 -0.118  -0.178
C: 1.866 0.727 0.417  -0.237
F: 1.485 -0.617 0.191  -0.021
C: 0.668 1.515 -0.114  -0.227
C: -0.572 1.144 0.779  -0.089
C: -1.694 0.273 0.203  -0.181
C: -2.848 0.155 1.198  -0.178
C: -3.783 1.356 1.221  -0.267
O: -4.313 1.687 -0.054  -0.063
C: 0.310 1.155 -1.569  -0.271
O: 1.413 0.997 -2.430  -0.032
N: 1.282 -0.224 -3.146  0.008
O: 2.194 -0.388 -3.844  0.095
O: -0.488 2.252 -2.024  0.114
C: -0.385 3.306 -1.163  -0.421
O: -1.092 4.256 -1.235  0.178
C: 0.808 3.060 -0.237  -0.386
C: 0.768 3.891 1.035  0.009
N: 1.989 3.430 -1.040  0.133
H: 3.469 2.495 1.416  0.054
H: 4.706 2.566 0.168  0.073
H: 4.779 1.332 1.415  0.074
H: 3.243 1.300 -1.140  0.088
H: 3.729 -0.049 -0.134  0.120
H: 1.881 0.836 1.508  0.150
H: -1.029 2.052 1.169  0.102
H: -0.190 0.605 1.650  0.124
H: -1.311 -0.729 -0.005  0.099
H: -2.070 0.689 -0.735  0.113
H: -2.440 0.030 2.207  0.120
H: -3.433 -0.746 0.989  0.117
H: -4.601 1.158 1.923  0.113
H: -3.262 2.250 1.572  0.113
H: -4.459 0.876 -0.553  0.085
H: -0.289 0.255 -1.649  0.135
H: 0.480 4.911 0.780  0.098
H: 0.071 3.530 1.785  0.082
H: 1.761 3.914 1.489  0.076
H: 1.753 4.029 -1.821  0.107
H: 2.661 3.923 -0.466  0.082
C: 0.746 -3.385 -0.604  -0.081
C: -0.219 -3.352 0.568  -0.281
O: -1.578 -3.545 0.209  -0.170
C: -1.877 -4.782 -0.416  -0.281
C: -1.582 -5.997 0.446  -0.081
H: 0.414 -2.699 -1.386  0.073
H: 1.733 -3.065 -0.270  0.071
H: 0.846 -4.380 -1.041  0.070
H: -0.194 -2.364 1.029  0.097
H: 0.086 -4.073 1.336  0.112
H: -1.357 -4.863 -1.377  0.109
H: -2.945 -4.732 -0.633  0.117
H: -0.512 -6.137 0.608  0.066
H: -1.961 -6.896 -0.043  0.076
H: -2.066 -5.902 1.419  0.081

Results
* electronic energy: -35074.5972 eV
* SMILES: CC[C@H](F)[C@]1(CCCCO)[C@H](ON=O)OC(=O)[C@]1(C)N.CCOCC
* HOMO level: -0.3565 Eh
* frontier orbital gap: 9.9 eV
* charge: 0
* multiplicity: 1


[2]
Here is a cluster of 2 separate species, C5H13N2 in total from the OMol25 dataset. Energies are from wB97M-V/def2-TZVPD.

Last column: Löwdin spin population.
CARTESIAN COORDINATES (ANGSTROEM)
N: -0.038 1.121 0.886  -0.001
C: -0.298 -0.100 0.245  0.023
C: 0.381 -0.117 -1.175  0.059
C: 1.856 -0.197 -0.997  0.390
C: 2.613 -1.254 -1.566  0.444
C: -1.876 -0.299 0.256  0.005
N: -2.328 0.090 1.541  -0.002
H: -0.228 1.880 0.203  0.002
H: 0.197 -0.873 0.834  0.004
H: -2.082 0.996 1.951  -0.001
H: 0.887 2.570 2.497  0.002
H: -0.020 -0.822 -1.898  -0.001
H: 0.247 0.863 -1.673  0.028
H: 2.318 0.497 -0.293  0.012
H: 2.143 -1.857 -2.320  0.017
H: 3.656 -1.416 -1.343  0.018
H: -2.181 -1.338 0.120  0.000
H: -2.324 0.247 -0.579  0.000
H: 1.296 2.083 2.806  0.002
H: -3.330 0.027 1.684  0.000

Results
* electronic energy: -8349.1087 eV
* HOMO level (alpha / beta): -0.6866 / -0.6870 Eh
* ⟨S²⟩: 0.76
* frontier orbital gap (alpha / beta): 5.9 / 5.5 eV
* charge: +2
* multiplicity: 2
* energy above the lowest of the compared OMol25 structures with the same formula, charge and spin: 9.311 eV


[3]
Here is a cluster of 2 separate species, C3H9NOS2 in total from the OMol25 dataset. Energies are from wB97M-V/def2-TZVPD.

Last column: Löwdin charge in e.
CARTESIAN COORDINATES (ANGSTROEM)
C: -0.151 1.739 2.478  -0.159
C: 0.429 -2.327 -2.082  -0.470
C: -0.157 2.514 1.127  -0.415
N: -1.529 -0.551 -1.240  -0.479
O: 0.333 1.965 -1.638  -0.600
S: -0.867 -2.016 -1.021  0.795
S: -0.747 1.797 -0.626  0.870
H: -0.276 2.561 3.286  0.093
H: -1.013 0.990 2.547  0.086
H: 0.802 1.237 2.623  0.052
H: 0.966 -1.485 -2.537  0.057
H: 0.184 -2.896 -3.025  0.057
H: 1.104 -2.980 -1.545  0.026
H: 0.743 3.057 0.856  0.047
H: -1.003 3.365 1.103  0.088
H: -1.503 -0.449 -2.223  -0.048

Results
* electronic energy: -28460.8524 eV
* HOMO level (alpha / beta): -0.2938 / -0.2960 Eh
* frontier orbital gap (alpha / beta): 7.5 / 7.8 eV
* charge: 0
* multiplicity: 1
* energy above the lowest of the compared OMol25 structures with the same formula, charge and spin: 4.587 eV


[4]
Here is a cluster of 3 separate species, C42H71BrCl2F4IN4O2 in total from the OMol25 dataset. Energies are from wB97M-V/def2-TZVPD.

Last column: Löwdin charge in e.
CARTESIAN COORDINATES (ANGSTROEM)
C: -6.339 0.320 3.186  -0.121
C: -4.833 0.556 3.069  -0.291
C: -4.453 1.582 1.970  -0.137
C: -3.542 1.384 0.696  -0.314
C: -4.219 2.510 -0.246  -0.573
Cl: -3.647 4.157 -0.211  0.796
C: -5.363 2.361 -0.938  -0.735
C: -6.314 1.205 -0.963  -0.172
Cl: -5.965 3.654 -1.922  0.708
N: -3.578 0.066 0.122  -0.391
Br: -5.001 -1.074 0.462  1.053
C: -2.631 -0.521 -0.941  -0.453
C: -3.260 -0.129 -2.306  0.004
N: -2.747 -1.922 -0.847  0.027
C: -1.070 -0.097 -0.753  -0.147
C: -0.210 -1.097 0.052  -0.088
C: 1.288 -1.199 -0.231  -0.221
F: 1.747 -2.187 0.633  -0.086
C: -0.440 -0.164 -2.200  -0.125
C: -0.480 -1.441 -3.085  -0.103
C: 0.288 -2.721 -2.814  -0.241
C: -0.225 -3.808 -2.095  -0.047
C: 0.533 -4.968 -1.918  -0.054
C: 1.815 -5.066 -2.456  -0.059
C: 2.329 -4.002 -3.197  -0.055
C: 1.567 -2.850 -3.382  -0.049
N: -0.944 1.374 -0.107  0.017
C: -1.236 2.324 -1.264  -0.084
C: -0.861 3.823 -1.442  -0.237
O: 0.246 4.245 -1.413  0.104
C: 0.529 1.800 0.223  -0.037
C: 1.724 1.516 1.233  -0.764
O: 2.548 2.331 1.019  0.026
I: 2.299 0.073 2.724  1.144
C: -1.946 1.630 1.101  -0.071
C: -1.624 3.022 1.702  -0.137
C: -0.535 3.239 2.780  -0.156
C: -1.080 3.666 4.166  -0.166
C: -0.526 5.003 4.694  -0.271
N: -0.071 5.020 6.088  -0.007
C: -1.644 0.610 2.276  -0.545
F: -2.128 1.107 3.410  0.185
F: -2.115 -0.635 2.132  0.154
F: -0.324 0.481 2.425  -0.072
H: -6.551 -0.189 4.125  0.081
H: -6.886 1.263 3.192  0.082
H: -6.738 -0.301 2.387  0.026
H: -4.529 0.972 4.030  0.106
H: -4.323 -0.399 3.012  0.063
H: -4.049 2.444 2.495  0.106
H: -5.400 1.979 1.607  0.105
H: -7.287 1.563 -1.290  0.074
H: -6.458 0.776 0.024  0.004
H: -6.027 0.425 -1.665  0.055
H: -2.714 0.591 -2.901  0.078
H: -3.422 -0.996 -2.943  0.094
H: -4.235 0.313 -2.132  0.050
H: -2.344 -2.388 -0.056  0.090
H: -2.763 -2.442 -1.702  0.084
H: -0.292 -1.029 1.126  0.089
H: -0.556 -2.098 -0.171  0.101
H: 1.873 -0.300 -0.055  0.062
H: 1.517 -1.542 -1.226  0.097
H: 0.580 0.233 -2.197  0.128
H: -0.941 0.532 -2.855  0.078
H: -1.501 -1.685 -3.372  0.102
H: -0.056 -1.080 -4.027  0.126
H: -1.217 -3.782 -1.667  0.090
H: 0.115 -5.794 -1.361  0.108
H: 2.385 -5.970 -2.291  0.091
H: 3.318 -4.072 -3.629  0.109
H: 1.974 -2.037 -3.971  0.116
H: -2.255 2.181 -1.604  0.105
H: -0.605 1.965 -2.060  0.107
H: -1.670 4.418 -1.865  0.102
H: 0.453 2.866 0.373  0.085
H: 1.038 1.704 -0.731  0.131
H: -1.368 3.681 0.880  0.068
H: -2.534 3.481 2.067  0.082
H: 0.121 4.033 2.426  0.091
H: 0.125 2.398 2.946  0.071
H: -2.169 3.724 4.131  0.103
H: -0.843 2.902 4.907  0.107
H: 0.321 5.328 4.091  0.098
H: -1.288 5.778 4.611  0.109
H: 0.808 4.526 6.174  0.065
H: -0.737 4.545 6.685  0.064
C: 1.617 6.051 1.059  -0.112
C: 1.730 6.981 -0.141  -0.263
C: 2.944 6.689 -1.021  -0.224
C: 4.294 6.844 -0.319  -0.226
C: 4.547 8.223 0.287  -0.269
C: 4.554 9.349 -0.742  -0.109
H: 2.469 6.153 1.734  0.077
H: 0.717 6.282 1.631  0.067
H: 1.571 5.010 0.738  0.042
H: 1.753 8.016 0.209  0.103
H: 0.830 6.886 -0.753  0.094
H: 2.909 7.339 -1.898  0.104
H: 2.864 5.666 -1.402  0.103
H: 5.086 6.624 -1.042  0.111
H: 4.389 6.087 0.466  0.101
H: 5.511 8.203 0.801  0.106
H: 3.800 8.438 1.058  0.097
H: 5.312 9.170 -1.507  0.076
H: 4.777 10.307 -0.272  0.071
H: 3.590 9.448 -1.242  0.064
C: 3.937 -9.090 -3.450  -0.108
C: 2.878 -9.394 -2.394  -0.272
C: 3.300 -9.001 -0.980  -0.237
C: 4.534 -9.729 -0.445  -0.228
C: 4.415 -11.252 -0.422  -0.268
C: 3.290 -11.763 0.473  -0.111
H: 4.854 -9.655 -3.277  0.067
H: 3.580 -9.348 -4.448  0.071
H: 4.194 -8.028 -3.452  0.067
H: 2.619 -10.455 -2.433  0.100
H: 1.961 -8.851 -2.646  0.097
H: 2.459 -9.163 -0.301  0.100
H: 3.501 -7.923 -0.959  0.097
H: 4.732 -9.374 0.571  0.110
H: 5.410 -9.450 -1.036  0.102
H: 5.364 -11.666 -0.073  0.105
H: 4.276 -11.633 -1.438  0.099
H: 3.423 -11.416 1.500  0.075
H: 3.268 -12.853 0.490  0.070
H: 2.312 -11.423 0.128  0.064

Results
* electronic energy: -168805.6189 eV
* HOMO level: -0.4138 Eh
* frontier orbital gap: 8.7 eV
* charge: +1
* multiplicity: 1


[5]
Here is an isolated molecule of CH3Br2P from the OMol25 dataset. Energies are from wB97M-V/def2-TZVPD.

Last column: Löwdin charge in e.
CARTESIAN COORDINATES (ANGSTROEM)
C: 0.643 0.112 -0.520  -0.484
P: -0.276 0.371 1.066  0.098
Br: -2.470 1.274 0.518  0.008
Br: -0.579 -1.667 1.528  0.269
H: 1.440 -0.508 -0.097  -0.006
H: 0.990 0.986 -1.116  0.041
H: 0.252 -0.567 -1.379  0.073

Results
* electronic energy: -150459.9753 eV
* SMILES: CP(Br)Br
* HOMO level: -0.3463 Eh
* frontier orbital gap: 9.1 eV
* charge: 0
* multiplicity: 1
* energy above the lowest of the compared OMol25 structures with the same formula, charge and spin: 0.748 eV


[6]
Here is an isolated molecule of C6H10N2S2 from the OMol25 dataset. Energies are from wB97M-V/def2-TZVPD.

Last column: Löwdin charge in e.
CARTESIAN COORDINATES (ANGSTROEM)
C: -0.829 -0.433 2.249  -0.049
C: 0.180 0.395 1.955  -0.297
N: -0.082 1.517 1.075  0.111
C: 0.101 1.370 -0.170  -0.405
C: -0.312 2.253 -1.210  -0.034
N: 0.862 0.202 -0.738  -0.436
C: 0.128 -0.680 -1.615  -0.584
S: -0.698 -2.057 -0.729  0.839
C: 0.813 -2.280 0.262  -0.728
S: 1.927 -0.837 0.112  0.907
H: -0.700 -1.353 2.784  0.045
H: -1.756 -0.256 1.637  0.076
H: 1.187 0.311 2.448  0.098
H: -1.451 2.319 -1.289  0.129
H: -0.065 1.933 -2.189  0.069
H: 0.095 3.183 -0.992  0.072
H: -0.777 -0.142 -1.970  0.064
H: 0.703 -0.983 -2.610  0.130
H: 1.522 -3.032 0.075  0.005
H: 0.439 -2.355 1.266  -0.012

Results
* electronic energy: -31032.0248 eV
* SMILES: C=C/N=C(/C)N1CSCS1
* HOMO level: -0.3012 Eh
* frontier orbital gap: 8.7 eV
* charge: 0
* multiplicity: 1
* energy above the lowest of the compared OMol25 structures with the same formula, charge and spin: 2.860 eV